A molecular structure, C33H41Cl2IrN2O2Te. Source: the Open Molecules 2025 dataset; level of theory: wB97M-V/def2-TZVPD.

Computed properties:
LUMO level (spin up / spin down)   -3.20 / -4.50 eV
Charge   +1
E_HOMO (spin up / spin down)   -9.971 / -10.557 eV
Multiplicity   6
Energy relative to the best compared isomer or geometry (same formula, charge and spin)   0.274 eV

Last column: Löwdin spin population.
CARTESIAN COORDINATES (ANGSTROEM)
H1 -0.319 -2.608 -0.086  0.002
C1 -1.618 -3.860 -2.321  0.008
H2 2.854 -3.251 -0.488  0.000
H3 1.179 -3.288 1.191  0.000
C2 2.107 -1.280 5.769  -0.001
C3 -1.464 -2.317 -4.279  0.005
H4 3.010 1.787 -4.038  0.000
C4 1.503 -2.332 1.603  0.001
O1 -1.449 1.448 -1.959  0.103
C5 -1.641 -2.391 -2.758  0.024
H5 -1.785 -3.960 -1.247  0.000
H6 1.086 2.331 4.844  0.003
O2 -0.601 2.195 0.565  0.184
H7 -1.597 -1.299 -4.648  0.000
H8 4.200 0.105 -1.089  0.000
H9 0.225 -0.339 -3.688  0.006
H10 2.835 1.938 6.526  0.000
C6 -3.114 5.438 0.080  0.014
C7 -2.198 3.387 -0.778  0.014
C8 -0.497 -1.662 -2.084  0.248
H11 2.390 -2.291 6.031  0.000
C9 -1.395 3.211 0.374  0.007
C10 2.161 1.996 -1.435  0.022
C11 2.720 -0.200 6.387  0.022
C12 1.222 -1.088 -0.582  0.104
C13 0.371 -0.732 -2.696  0.201
H12 3.857 -1.852 -0.854  0.001
H13 2.850 2.784 -1.745  0.003
H14 3.482 -0.367 7.136  0.001
H15 2.015 0.387 1.695  0.005
H16 -0.667 -4.337 -2.565  0.001
H17 -4.485 -2.559 1.794  0.001
C14 3.293 -2.344 -0.068  0.009
C15 2.194 -1.457 0.547  0.015
H18 1.270 1.569 -3.909  0.000
C16 -3.753 0.266 0.334  0.007
C17 1.134 -1.068 4.803  0.035
C18 1.371 1.317 5.095  0.030
H19 -3.771 -2.218 -3.049  0.002
H20 3.402 -0.613 2.112  0.001
N1 -2.815 -1.501 1.050  0.014
H21 0.676 -1.918 4.313  0.006
H22 -2.313 6.077 1.973  0.000
C19 -3.052 4.501 -0.915  -0.001
Cl1 -4.173 6.797 -0.045  0.005
N2 -2.570 -0.323 0.457  0.100
C20 2.433 0.723 -2.257  0.019
H23 2.306 0.210 -4.384  0.001
C21 3.905 0.322 -2.107  0.008
H24 3.435 0.358 0.654  0.000
H25 -3.284 -1.990 -1.374  0.000
H26 2.220 -2.552 2.395  0.000
C22 -1.445 4.243 1.342  0.015
C23 -4.123 -1.669 1.308  0.003
C24 -2.110 2.489 -1.897  0.010
H27 4.523 1.152 -2.452  0.001
C25 -3.004 -1.782 -2.406  0.013
H28 -2.213 -2.943 -4.764  0.001
H29 -2.676 2.769 -2.796  0.005
H30 3.993 -2.645 0.714  0.001
H31 -0.479 -2.670 -4.589  0.001
C26 -0.011 -1.821 -0.753  0.048
C27 -4.769 -0.542 0.857  0.003
H32 -3.005 -0.702 -2.558  0.000
H33 0.654 -1.827 2.065  0.005
H34 -5.822 -0.330 0.908  0.001
Te1 -0.735 0.553 3.043  0.865
H35 -3.649 4.609 -1.811  0.000
H36 1.145 2.358 -1.605  0.002
H37 -2.412 -4.413 -2.827  0.001
H38 2.294 1.841 -0.364  0.003
C28 0.760 0.233 4.474  0.088
Ir1 -0.480 0.323 -0.244  2.447
C29 2.796 -0.255 1.279  0.007
C30 -2.291 5.315 1.206  -0.005
C31 1.435 -0.367 -1.858  0.220
C32 2.233 1.085 -3.736  0.002
Cl2 -0.386 4.163 2.707  0.031
H39 -3.823 1.246 -0.108  0.000
C33 2.357 1.095 6.046  -0.001
H40 -2.045 -2.112 1.266  0.004
H41 4.144 -0.544 -2.726  0.000

---

A molecular structure, C33H41IrN11O5SSe in a non-equilibrium geometry. Source: the Open Molecules 2025 dataset; level of theory: wB97M-V/def2-TZVPD.

Computed properties:
LUMO level (spin up / spin down)   -5.43 / -7.13 eV
Charge   +2
E_HOMO (spin up / spin down)   -12.697 / -12.691 eV
Multiplicity   2
Energy relative to the best compared isomer or geometry (same formula, charge and spin)   1.221 eV

Last column: Löwdin spin population.
CARTESIAN COORDINATES (ANGSTROEM)
O1 2.017 2.028 -0.707  0.000
C1 -1.593 0.424 -3.517  0.008
H1 0.675 -4.778 -1.228  0.000
H2 -5.858 6.119 -0.520  0.000
N1 -1.152 -4.617 -0.231  0.014
H3 5.043 2.983 -3.411  0.000
H4 -0.168 4.882 3.355  0.000
H5 3.970 -3.429 0.131  0.000
C2 1.722 -0.083 2.490  0.001
C3 -3.020 -6.942 1.726  0.002
H6 -0.750 -4.582 -2.280  0.001
C4 -4.250 1.542 1.941  0.000
C5 -1.050 0.082 -2.149  0.012
H7 5.398 1.277 -3.161  0.000
C6 -0.280 -4.270 -1.350  0.007
C7 -2.763 -8.149 1.108  0.004
H8 -3.592 0.372 3.629  0.000
C8 3.901 2.131 1.424  0.000
C9 -4.714 2.862 -0.224  0.000
H9 -3.214 -9.050 1.503  0.000
C10 -0.672 2.308 -2.363  0.000
H10 -1.268 0.227 2.818  0.006
C11 -6.663 4.348 -0.527  0.000
C12 -3.317 0.850 2.698  0.004
H11 -2.232 2.509 -3.784  0.000
H12 1.389 -0.675 -1.915  0.000
C13 -2.415 -5.825 1.166  0.007
H13 -5.283 1.597 2.263  0.000
C14 2.624 2.016 -3.258  0.000
H14 -1.766 -9.210 -0.472  0.000
C15 -1.683 -3.772 0.653  0.071
N2 -0.014 3.938 3.667  0.000
H15 2.653 0.524 4.300  0.000
C16 0.313 2.987 2.783  0.000
H16 -5.848 3.637 1.286  0.000
C17 3.272 -2.601 0.125  0.000
H17 5.769 3.580 -1.202  0.000
H18 -6.375 4.193 -1.564  0.000
Se1 -1.410 -1.903 0.740  0.657
H19 1.960 1.152 -3.186  0.000
H20 -3.663 -6.874 2.593  0.000
H21 4.103 1.260 2.053  0.000
H22 -0.698 -7.200 -1.446  0.000
H23 3.333 -2.325 2.254  0.000
H24 -2.169 2.527 -0.503  0.000
O2 -0.365 3.419 -2.016  0.001
N3 0.694 1.818 3.277  0.000
N4 -1.612 1.322 1.095  0.000
C18 2.042 -0.914 1.287  0.000
H25 -2.991 -4.051 2.241  0.004
H26 3.026 -1.144 3.832  0.000
H27 4.525 2.956 1.775  0.000
C19 1.850 -1.079 -1.026  0.000
O3 -1.094 -1.068 -1.685  0.141
H28 -0.141 -3.193 -1.371  0.006
H29 6.208 1.858 0.533  0.000
H30 2.864 2.427 1.525  0.000
H31 1.446 -0.725 4.504  0.000
H32 3.015 -2.573 -2.016  0.000
H33 -2.652 0.168 -3.537  0.000
N5 -5.760 3.542 0.287  0.000
H34 -0.662 2.168 -4.496  0.000
C20 -1.935 -8.241 -0.023  0.004
C21 5.042 2.186 -2.668  0.000
C22 -2.509 2.023 0.386  0.000
C23 2.252 -0.383 3.851  0.000
H35 5.759 0.588 -0.603  0.000
C24 -1.594 -5.915 0.054  0.004
H36 0.211 3.790 4.639  0.000
H37 6.981 2.441 -1.793  0.000
H38 2.019 2.918 -3.182  0.000
O4 -6.630 5.692 -0.135  0.000
H39 -1.098 -0.199 -4.262  0.000
N6 1.003 0.955 2.242  0.000
O5 -4.438 2.793 -1.410  0.000
N7 3.656 1.974 -2.225  0.000
H40 -7.684 4.007 -0.376  0.000
N8 -2.457 -4.469 1.497  0.025
N9 4.196 1.848 0.032  0.000
C25 -3.833 2.136 0.763  0.002
C26 -1.334 -7.127 -0.574  0.001
C27 -1.325 1.916 -3.669  0.002
N10 1.503 -0.493 0.122  0.000
C28 -2.019 0.749 2.247  0.009
H41 3.121 1.989 -4.225  0.000
C29 2.745 -2.132 -1.066  0.000
C30 2.917 -1.985 1.318  0.000
N11 -0.517 1.171 -1.541  0.004
C31 5.594 1.637 -0.338  0.000
C32 3.258 1.956 -0.936  0.000
S1 0.242 3.396 1.088  0.000
Ir1 0.284 1.236 0.373  0.003
C33 5.936 2.544 -1.503  0.000

---

A molecular structure, C33H41MnN7O4P2S3. Source: the Open Molecules 2025 dataset; level of theory: wB97M-V/def2-TZVPD.

Computed properties:
LUMO level (spin up / spin down)   -4.78 / -4.85 eV
Charge   +2
E_HOMO (spin up / spin down)   -12.414 / -12.414 eV
Multiplicity   6
Energy relative to the best compared isomer or geometry (same formula, charge and spin)   0.003 eV

Last column: Löwdin spin population.
CARTESIAN COORDINATES (ANGSTROEM)
H1 -5.603 -1.741 -4.707  0.000
H2 3.757 1.471 -2.833  0.000
C1 5.540 -1.115 -2.417  0.001
P1 4.074 0.482 -0.642  0.036
N1 -3.396 -1.751 1.039  0.000
H3 -3.396 -1.988 -2.349  0.000
H4 -0.889 0.492 -2.970  0.000
H5 0.603 0.797 -2.061  0.004
H6 -4.385 1.865 3.081  0.000
C2 -4.589 -1.684 -5.102  0.000
N2 -2.215 -0.433 -0.717  0.003
H7 6.361 0.840 0.103  0.001
C3 3.987 -3.015 1.889  0.007
C4 -4.040 3.452 0.265  0.000
C5 5.961 -2.314 -2.968  0.000
O1 -2.322 -0.555 -4.383  0.000
C6 -0.943 -0.050 -0.903  0.013
H8 -0.807 1.852 -1.839  0.000
C7 -3.663 2.648 1.370  0.000
C8 1.815 -3.696 0.164  0.006
C9 4.124 -2.308 -0.867  0.004
S1 0.953 4.894 0.242  0.004
O2 -4.459 -1.604 0.461  0.000
H9 1.511 3.214 -1.445  0.000
C10 0.434 0.558 6.069  0.001
H10 6.672 -2.312 -3.782  0.000
H11 3.355 -3.311 2.726  0.000
H12 0.628 4.836 2.657  0.000
C11 -0.957 -1.271 0.892  0.009
H13 -5.068 -2.000 -7.168  0.000
O3 -3.234 -2.313 2.098  0.000
H14 5.341 0.199 1.408  0.000
S2 -2.146 1.926 1.597  0.000
C12 -5.303 3.964 0.164  0.000
H15 -3.293 3.643 -0.492  0.000
H16 4.539 -3.886 1.535  0.002
C13 4.565 -3.507 -1.425  0.001
C14 0.871 4.226 1.804  0.003
H17 -4.112 0.411 -0.830  0.000
C15 5.473 -3.513 -2.470  0.001
C16 5.377 0.894 0.568  0.007
Mn1 1.816 0.087 0.581  4.679
H18 1.304 -3.495 -0.778  0.000
H19 -3.536 -1.158 -6.921  0.000
H20 4.200 -4.452 -1.044  0.000
C17 1.212 -0.007 3.823  0.006
H21 2.326 -4.656 0.101  0.001
H22 1.696 -2.076 3.438  0.001
H23 5.212 1.902 0.950  0.000
C18 -3.356 0.031 -1.510  0.001
N3 1.397 2.404 0.492  0.040
H24 -7.269 4.109 1.095  0.000
H25 -2.991 0.876 -2.092  0.000
H26 0.085 1.281 6.792  0.000
H27 5.935 -0.190 -2.816  0.000
C19 1.032 -1.717 5.453  0.000
H28 -4.995 -1.227 -2.223  0.000
H29 5.381 1.834 -2.207  0.001
C20 -6.268 3.711 1.160  0.000
N4 -4.642 2.446 2.293  0.000
H30 0.323 2.989 4.454  0.000
H31 -5.067 -0.298 -6.693  0.000
H32 -0.604 -1.746 1.792  0.001
C21 0.583 -0.775 6.394  0.000
H33 3.983 2.694 -1.565  0.000
H34 0.346 -1.104 7.395  0.000
H35 1.066 -3.757 0.955  0.000
N5 -0.153 -0.540 0.058  0.038
C22 -4.560 -1.251 -6.563  0.000
H36 1.128 -2.752 5.752  0.000
N6 0.705 2.130 4.094  0.006
H37 -6.565 2.690 3.031  0.000
H38 5.799 -4.451 -2.895  0.000
H39 -5.566 4.572 -0.691  0.000
C23 -2.222 -1.209 0.421  0.002
C24 0.754 0.915 4.765  0.001
C25 -0.486 0.823 -2.011  0.006
P2 2.961 -2.330 0.540  0.039
C26 1.352 -1.350 4.163  0.001
H40 4.697 -2.267 2.241  0.000
C27 -3.944 -1.050 -2.429  0.000
O4 -4.404 0.789 -4.216  0.000
C28 4.330 1.731 -1.943  0.007
C29 1.335 3.361 -0.390  0.007
C30 1.096 1.910 2.826  0.013
S3 -3.743 -0.486 -4.110  0.000
C31 1.123 2.893 1.750  0.003
H41 -4.074 -2.631 -4.937  0.000
C32 4.620 -1.095 -1.370  0.003
C33 -5.902 2.944 2.218  0.000
N7 1.430 0.650 2.616  0.036

---

4 unconnected molecules or ions with the total composition C33H41N2O8. Source: the Open Molecules 2025 dataset; level of theory: wB97M-V/def2-TZVPD.

Computed properties:
LUMO level (spin up / spin down)   -1.80 / -1.80 eV
E_HOMO (spin up / spin down)   -7.546 / -8.963 eV
Multiplicity   2

Last column: Löwdin spin population.
CARTESIAN COORDINATES (ANGSTROEM)
C1 1.207 -5.187 2.243  0.000
H1 3.666 0.049 1.685  0.000
H2 -5.067 -7.095 3.307  0.000
H3 -0.967 0.824 -2.666  0.000
C2 3.688 0.098 -0.491  0.000
H4 1.074 0.520 -3.335  0.000
H5 0.213 2.229 -0.280  0.000
C3 -1.934 2.230 -0.394  0.025
C4 -1.844 -6.808 1.057  0.000
O1 4.526 2.521 0.210  0.000
H6 3.367 -0.598 -1.267  0.000
H7 2.019 4.070 -0.244  0.000
N1 -2.123 1.164 0.629  0.398
H8 0.585 -4.778 3.030  0.000
C5 -3.277 -8.108 2.563  0.000
H9 -2.912 -1.533 0.516  0.001
C6 -1.290 -0.083 0.553  0.025
C7 -0.551 2.095 -1.036  0.000
O2 -0.638 10.619 -2.473  0.000
C8 -0.380 7.572 -0.676  0.000
H10 3.019 1.387 -2.546  0.000
C9 -2.075 -7.948 1.703  0.000
O3 2.825 -8.136 1.117  0.000
H11 -1.020 9.526 -0.156  0.000
C10 -0.370 0.760 -1.754  0.000
H12 4.679 0.452 -0.786  0.000
C11 -2.072 -1.243 1.146  -0.001
C12 2.829 -6.041 0.040  0.000
C13 2.377 3.455 0.584  0.000
C14 -0.406 9.451 -2.255  0.000
H13 1.853 2.515 -1.895  0.000
H14 -0.343 -1.276 -0.940  0.003
C15 -0.636 8.855 -0.913  0.000
H15 1.514 3.014 1.078  0.000
H16 2.676 -4.070 -0.730  0.000
O4 0.372 5.511 -1.522  0.000
H17 -0.978 -6.657 0.425  0.000
H18 -2.441 -0.994 2.139  -0.001
C16 0.119 8.558 -3.321  0.000
H19 3.443 -6.451 -0.751  0.000
H20 0.758 6.602 -3.840  0.000
H21 -1.808 4.358 -0.437  0.000
C17 -3.965 -5.810 2.030  0.000
C18 2.420 -4.775 0.051  0.000
C19 2.461 -6.980 1.132  0.000
C20 -2.021 3.584 0.303  0.009
H22 -1.279 3.663 1.100  0.001
H23 -3.907 2.727 -1.170  0.001
C21 1.086 0.512 -2.241  0.000
C22 1.617 -6.452 2.235  0.000
H24 -1.929 -0.685 -1.381  0.000
H25 -3.389 1.101 -1.582  0.001
H26 -0.291 0.092 2.457  0.000
O5 1.223 -3.089 1.176  0.000
C23 -4.201 -6.950 2.673  0.000
H27 0.681 -0.696 1.207  0.001
C24 3.333 2.397 0.088  0.000
C25 1.581 -4.247 1.157  0.000
H28 0.277 9.017 -4.289  0.000
H29 -0.480 2.921 -1.748  0.000
C26 0.374 7.275 -3.083  0.000
N2 2.741 1.224 -0.477  0.000
H30 -4.620 -4.950 2.097  0.000
H31 -0.539 7.111 0.291  0.000
C27 0.144 6.683 -1.742  0.000
C28 -3.045 2.127 -1.452  0.014
C29 -0.983 -0.388 -0.922  0.014
H32 2.935 -1.375 0.886  0.000
H33 -1.413 -8.803 1.643  0.000
H34 -1.398 -2.097 1.221  0.000
H35 2.916 4.096 1.276  0.000
H36 -2.677 2.489 -2.415  0.001
O6 -3.493 -9.144 3.153  0.000
H37 0.482 1.051 1.204  0.001
C30 -2.766 -5.651 1.170  0.000
C31 3.737 -0.637 0.842  0.000
C32 2.194 1.481 -1.827  0.000
H38 1.397 -0.497 -1.960  0.000
C33 -0.024 0.111 1.399  0.011
H39 -3.016 3.744 0.716  0.000
H40 4.675 -1.192 0.915  0.000
O7 -2.539 -4.615 0.583  0.000
H41 1.357 -7.155 3.016  0.000
O8 -3.318 1.064 1.062  0.497

---

A molecular structure, C33H42AsBaN7O2SSi2. Source: the Open Molecules 2025 dataset; level of theory: wB97M-V/def2-TZVPD.

Computed properties:
LUMO level   -0.31 eV
E_HOMO   -5.914 eV
Multiplicity   1
Energy relative to the best compared isomer or geometry (same formula, charge and spin)   0.000 eV

Last column: Löwdin charge in e.
CARTESIAN COORDINATES (ANGSTROEM)
H1 1.854 3.210 0.097  0.050
H2 -3.201 0.185 -2.660  -0.005
H3 8.662 3.112 -3.037  0.088
Si1 -2.470 4.129 0.058  0.099
H4 4.742 -0.112 -4.828  0.120
H5 -2.263 -5.544 -1.055  0.114
H6 -3.751 6.139 0.787  0.024
H7 0.383 -1.553 -3.119  0.060
C1 -1.917 -3.901 0.278  -0.011
C2 -1.582 -3.791 -2.084  -0.008
As1 -2.331 1.891 0.572  0.586
C3 1.999 2.141 -2.995  -0.505
C4 -2.471 -1.517 3.823  -0.032
N1 8.383 2.358 -3.642  0.097
Si2 -4.190 1.132 -0.566  0.105
H8 -3.795 4.277 -2.038  0.012
H9 -3.873 -1.319 -0.183  -0.001
C5 -0.708 -1.650 -3.097  -0.038
H10 0.028 4.440 0.117  -0.021
N2 -0.696 -0.811 1.818  0.055
H11 -6.591 1.717 -0.823  0.023
H12 -2.617 5.587 -1.982  0.026
N3 -1.121 -1.895 -0.724  0.020
H13 -5.606 3.181 -0.821  0.004
H14 8.575 2.541 -4.613  0.088
C6 -4.642 -0.588 0.079  -0.236
C7 1.097 2.880 4.352  -0.039
C8 0.186 1.055 3.104  -0.233
C9 -1.509 -2.575 0.359  -0.233
O1 3.078 -0.361 -1.017  -0.512
C10 -2.765 4.523 -1.768  -0.239
C11 0.836 4.079 -2.628  -0.143
H15 -2.188 -4.452 1.166  0.111
C12 4.728 0.547 -2.793  -0.312
H16 -3.182 -1.772 4.598  0.116
H17 2.546 4.051 3.276  0.116
C13 -0.831 4.911 0.598  -0.243
H18 -1.606 -4.234 -3.070  0.117
O2 3.053 -1.391 -3.246  -0.312
H19 2.970 1.875 0.437  0.050
H20 1.157 3.463 5.262  0.113
N4 2.978 2.765 -3.671  0.141
N5 0.923 1.392 2.042  0.019
H21 6.905 0.970 -5.341  0.111
H22 -0.799 5.983 0.383  0.029
H23 -3.689 1.863 -2.906  0.011
H24 -4.910 0.580 -2.886  0.027
C14 -3.974 0.922 -2.431  -0.225
C15 2.860 4.076 -3.814  -0.127
N6 1.974 0.790 -2.862  -0.238
C16 6.475 1.055 -4.350  -0.025
H25 1.695 5.868 -3.476  0.097
H26 -1.144 -0.650 -3.061  0.060
C17 -3.790 5.070 1.021  -0.238
H27 -1.624 0.100 4.915  0.102
C18 2.511 2.775 0.855  -0.042
C19 -1.597 -0.464 3.997  -0.003
H28 7.126 2.410 -1.311  0.110
H29 3.301 3.496 1.054  0.090
C20 0.243 1.795 4.280  -0.005
H30 -0.032 4.561 -2.194  0.082
C21 -1.528 -1.845 1.661  -0.224
H31 4.971 1.307 -0.809  0.100
H32 -0.715 4.781 1.678  0.018
C22 -2.444 -2.220 2.637  -0.011
S1 3.161 -0.176 -2.479  0.531
H33 -4.753 -0.582 1.165  0.016
C23 -5.730 2.202 -0.354  -0.240
H34 -0.365 1.543 5.134  0.100
C24 -1.160 -2.476 -1.927  -0.316
C25 1.739 2.448 2.102  -0.324
H35 -1.006 -2.108 -4.038  0.090
C26 -1.950 -4.512 -0.965  -0.036
H36 3.662 4.567 -4.358  0.108
C27 1.868 3.209 3.255  -0.016
Ba1 0.476 0.393 -0.545  1.679
C28 7.151 1.782 -3.366  -0.319
H37 -2.114 3.937 -2.420  0.003
C29 1.785 4.803 -3.327  -0.054
H38 -3.151 -3.015 2.454  0.113
C30 5.271 0.445 -4.067  -0.056
N7 0.937 2.768 -2.435  0.052
H39 -4.795 4.710 0.798  0.002
C31 5.393 1.253 -1.804  -0.060
H40 -3.626 4.948 2.094  0.020
H41 -5.585 -0.925 -0.363  0.026
C32 -0.722 -0.128 2.969  -0.247
H42 -5.957 2.363 0.702  0.024
C33 6.598 1.868 -2.087  -0.028

---

> Look up the multiplicity of the third one.

6

---

> Which formula does entry 4 have?

C33H41N2O8